4
Properties=species:S:1:pos:R:3:forces:R:3 method="wB97M-V/def2-TZVPD" e_lumo_ev=-25.365 e_homo_ha=-1.141 charge=+3 largest_force_ev_per_a=1.92 spin_multiplicity=1 orbital_gap_ev=5.67
Al -0.8334 1.9159 -1.2330 0.2 -0.7 0.3
O 0.0354 -0.2928 0.4006 -0.9 1.7 0.3
H 0.9978 -0.3870 0.5496 1.7 0.4 0.1
H -0.1997 -1.2361 0.2829 -1.1 -1.4 -0.7